[1]
ORCA calculation (ωB97M-V/def2-TZVPD) on a cluster of 9 separate species, C14H49N7O9 in total.

Cartesian coordinates (Å):
C: -3.196 -1.792 4.608
C: -1.912 -1.460 3.906
C: -1.361 -0.033 4.174
O: -0.063 0.264 3.688
C: 0.051 0.357 2.269
N: -0.885 -2.349 4.425
H: -2.987 -2.019 5.653
H: -3.474 -2.816 4.359
H: -4.067 -1.190 4.347
H: -2.043 -1.502 2.825
H: -1.249 0.086 5.252
H: -1.980 0.802 3.846
H: 0.847 0.909 1.770
H: -0.844 0.881 1.933
H: 0.081 -0.632 1.812
H: -0.284 -2.742 3.714
H: -0.256 -1.818 5.010
C: 6.425 -6.966 -5.521
C: 5.799 -6.551 -4.230
C: 5.330 -5.099 -4.120
O: 4.524 -4.780 -2.883
C: 5.229 -4.320 -1.778
N: 4.805 -7.560 -3.912
H: 6.967 -7.912 -5.526
H: 7.128 -6.197 -5.840
H: 5.606 -6.990 -6.240
H: 6.677 -6.793 -3.630
H: 4.671 -4.981 -4.980
H: 6.223 -4.476 -4.165
H: 4.575 -4.145 -0.924
H: 5.729 -3.425 -2.149
H: 5.923 -5.130 -1.553
H: 5.254 -8.448 -4.085
H: 4.571 -7.461 -2.935
C: 3.833 8.705 -2.426
C: 3.624 9.826 -1.394
C: 2.326 10.612 -1.669
O: 2.469 11.003 -3.099
C: 2.979 12.356 -3.227
N: 3.488 9.015 -0.163
H: 3.136 7.880 -2.278
H: 4.846 8.389 -2.180
H: 3.856 9.047 -3.460
H: 4.380 10.612 -1.401
H: 2.215 11.429 -0.956
H: 1.523 9.875 -1.660
H: 3.263 12.472 -4.273
H: 3.851 12.678 -2.657
H: 2.288 13.193 -3.123
H: 4.370 8.571 0.048
H: 3.457 9.625 0.641
O: -0.789 -7.917 5.343
H: -0.634 -7.024 5.034
H: -0.414 -7.935 6.223
O: -2.256 -1.986 -2.077
H: -2.227 -2.487 -2.892
H: -1.787 -2.529 -1.444
O: 1.094 5.921 4.548
H: 1.124 6.402 3.721
H: 1.114 5.000 4.291
O: -0.123 -5.622 -0.613
H: -0.531 -6.059 -1.360
H: 0.802 -5.864 -0.670
C: -4.124 3.655 -2.658
O: -4.628 4.670 -3.090
N: -4.775 2.944 -1.716
N: -3.005 3.298 -3.078
H: -4.442 2.113 -1.250
H: -5.612 3.369 -1.344
H: -2.674 3.843 -3.862
H: -2.774 2.334 -2.886
C: -11.655 -7.202 4.617
O: -12.524 -7.693 5.361
N: -11.777 -7.145 3.332
N: -10.658 -6.436 4.903
H: -12.561 -7.709 3.037
H: -11.075 -6.883 2.655
H: -10.397 -6.272 5.865
H: -10.409 -5.785 4.171

Results
Energy relative to the best compared isomer or geometry (same formula, charge and spin) ... 150.0 kJ/mol
Total energy ... -1623.11288 Ha
SMILES ... COC[C@H](C)N.COC[C@H](C)N.COC[C@H](C)N.NC(N)=O.NC(N)=O.O.O.O.O
HOMO energy ... -9.393 eV
Largest force on an atom ... 6.9 eV Å⁻¹
Multiplicity ... 1
Orbital gap ... 9.427 eV

Results of the Löwdin charge analysis, in e, for atoms 1 through 5: atom 1 (C): -0.0789, atom 2 (C): -0.4428, atom 3 (C): -0.2094, atom 4 (O): -0.1998, atom 5 (C): -0.1021

=====

[2]
ORCA calculation (ωB97M-V/def2-TZVPD) on a cluster of 11 separate species, C14H51N21O11 in total.

Cartesian coordinates (Å):
C: 5.709 -1.194 1.356
O: 6.914 -0.933 1.271
N: 5.205 -2.201 2.094
N: 4.784 -0.422 0.694
H: 5.911 -2.759 2.538
H: 4.208 -2.293 2.222
H: 5.082 0.281 0.053
H: 3.881 -0.889 0.625
C: -1.145 -1.334 4.003
O: -1.339 -2.079 4.983
N: -2.054 -1.029 3.059
N: 0.120 -0.950 3.714
H: -1.702 -0.880 2.114
H: -3.036 -1.210 3.138
H: 0.261 -0.511 2.809
H: 0.809 -1.538 4.145
C: -0.986 4.824 1.506
O: -0.266 5.710 1.024
N: -1.786 4.004 0.771
N: -1.233 4.776 2.845
H: -1.695 4.071 -0.228
H: -2.457 3.440 1.251
H: -1.924 4.164 3.231
H: -0.731 5.437 3.409
C: -0.333 -2.775 -3.567
O: 0.561 -2.668 -4.415
N: -1.546 -3.367 -3.785
N: -0.211 -2.227 -2.325
H: -1.709 -3.592 -4.756
H: -2.312 -2.869 -3.364
H: 0.581 -1.670 -2.049
H: -0.975 -2.434 -1.709
C: 1.046 4.149 -1.925
O: -0.022 3.528 -1.720
N: 1.314 5.266 -1.224
N: 1.960 3.735 -2.835
H: 1.863 5.996 -1.645
H: 0.560 5.541 -0.581
H: 1.629 3.095 -3.539
H: 2.721 4.371 -2.989
C: -0.246 0.374 -0.008
O: -0.256 -0.419 0.954
N: 0.759 0.393 -0.931
N: -1.215 1.275 -0.275
H: 1.584 -0.175 -0.838
H: 0.624 1.041 -1.689
H: -0.986 1.924 -1.013
H: -1.910 1.491 0.423
C: -4.796 0.796 0.234
O: -3.820 1.049 0.936
N: -5.848 0.055 0.679
N: -5.017 1.379 -0.983
H: -5.649 -0.470 1.516
H: -6.615 -0.207 0.092
H: -4.409 2.149 -1.198
H: -5.756 1.096 -1.593
C: -1.077 1.650 -4.199
O: -0.142 1.139 -3.591
N: -1.832 0.936 -5.100
N: -1.523 2.898 -3.928
H: -1.604 -0.037 -5.204
H: -2.541 1.275 -5.720
H: -1.001 3.283 -3.124
H: -2.236 3.350 -4.463
C: 3.573 -1.163 -2.793
O: 3.029 -1.545 -1.734
N: 2.914 -1.335 -3.963
N: 4.833 -0.681 -2.868
H: 3.324 -0.975 -4.805
H: 1.959 -1.706 -3.945
H: 5.107 -0.523 -3.819
H: 5.487 -0.810 -2.117
C: -2.572 2.838 4.044
O: -2.096 3.380 5.029
N: -1.932 2.248 2.964
N: -3.939 2.814 3.877
H: -0.965 2.071 3.204
H: -2.539 1.516 2.626
H: -4.438 3.295 4.606
H: -4.374 2.552 3.010
C: 2.702 -4.484 0.277
C: 1.646 -3.493 0.764
C: 1.074 -3.885 2.118
O: 0.568 -5.225 2.116
C: -0.525 -5.339 3.013
N: 2.183 -2.128 0.863
H: 2.856 -4.442 -0.800
H: 2.298 -5.476 0.488
H: 3.618 -4.295 0.836
H: 0.812 -3.546 0.049
H: 0.223 -3.212 2.247
H: 1.858 -3.871 2.880
H: -0.413 -4.892 4.006
H: -0.882 -6.362 3.063
H: -1.334 -4.711 2.610
H: 1.419 -1.497 1.108
H: 2.381 -1.924 -0.131

Results
Energy relative to the best compared isomer or geometry (same formula, charge and spin) ... 115.0 kJ/mol
Total energy ... -2541.96308 Ha
SMILES ... COC[C@H](C)N.NC(N)=O.NC(N)=O.NC(N)=O.NC(N)=O.NC(N)=O.NC(N)=O.NC(N)=O.NC(N)=O.NC(N)=O.NC(N)=O
HOMO energy ... -8.871 eV
Largest force on an atom ... 3.4 eV Å⁻¹
Multiplicity ... 1
Orbital gap ... 8.432 eV

Results of the Löwdin charge analysis, in e, for atoms 1 through 5: atom 1 (C): -0.6908, atom 2 (O): -0.0192, atom 3 (N): 0.1596, atom 4 (N): 0.1496, atom 5 (H): 0.1064

=====

[3]
ORCA calculation (ωB97M-V/def2-TZVPD) on a structure of composition C14H52AsF6N14O11.

Cartesian coordinates (Å):
As: -2.281 1.455 0.184
F: -2.316 -0.098 1.110
F: -1.800 0.503 -1.303
F: -2.232 3.019 -0.713
F: -2.825 2.254 1.714
F: -0.543 1.602 0.547
F: -4.018 1.249 -0.264
C: 1.175 5.747 7.010
O: 0.401 6.658 6.935
N: 1.065 4.835 6.044
N: 1.991 5.552 8.018
H: 0.222 5.098 5.554
H: 1.354 3.869 6.101
H: 2.722 4.873 7.866
H: 1.968 6.138 8.840
C: -0.862 -3.970 8.020
O: -0.187 -3.077 7.647
N: -0.876 -4.238 9.258
N: -1.611 -4.668 7.326
H: -1.383 -5.013 9.660
H: -0.157 -3.779 9.799
H: -2.201 -5.354 7.776
H: -1.628 -4.523 6.327
C: -7.896 6.754 1.422
O: -8.644 6.882 0.469
N: -7.765 5.563 1.925
N: -7.394 7.718 2.134
H: -8.218 4.834 1.393
H: -7.018 5.387 2.582
H: -6.749 7.472 2.872
H: -7.443 8.656 1.763
C: 2.200 -4.821 1.753
O: 3.228 -5.430 1.480
N: 0.987 -5.219 1.779
N: 2.089 -3.588 2.017
H: 0.291 -4.532 1.526
H: 0.895 -6.181 1.486
H: 2.897 -2.982 2.023
H: 1.180 -3.258 2.306
C: -7.460 -3.447 -2.544
O: -7.923 -4.364 -3.191
N: -6.342 -3.594 -1.937
N: -8.082 -2.386 -2.201
H: -5.828 -4.463 -1.896
H: -6.080 -2.821 -1.342
H: -7.421 -1.749 -1.781
H: -9.031 -2.053 -2.291
C: -6.928 -0.123 7.679
O: -7.688 -0.954 8.154
N: -5.961 0.338 8.423
N: -7.000 0.467 6.538
H: -5.974 -0.027 9.365
H: -5.138 0.772 8.031
H: -6.217 1.030 6.237
H: -7.747 0.243 5.895
C: 7.596 1.243 -3.375
C: 6.736 1.126 -2.106
C: 7.231 2.021 -0.936
O: 8.475 1.532 -0.429
C: 9.399 2.510 0.108
N: 5.388 1.511 -2.548
H: 7.304 0.708 -4.278
H: 8.634 1.088 -3.082
H: 7.689 2.303 -3.611
H: 6.663 0.107 -1.727
H: 6.543 2.226 -0.115
H: 7.453 3.056 -1.198
H: 9.484 3.351 -0.579
H: 10.372 2.051 0.286
H: 8.826 2.730 1.009
H: 5.319 0.862 -3.318
H: 4.737 1.224 -1.831
C: 5.576 -6.536 -8.654
C: 4.219 -5.907 -8.683
C: 4.143 -4.518 -8.144
O: 2.827 -3.871 -7.967
C: 2.117 -4.481 -6.857
N: 3.496 -6.196 -9.946
H: 6.034 -6.257 -9.603
H: 5.378 -7.607 -8.619
H: 6.330 -6.237 -7.925
H: 3.642 -6.516 -7.986
H: 4.663 -3.801 -8.779
H: 4.715 -4.607 -7.220
H: 1.089 -4.149 -6.715
H: 2.599 -4.264 -5.904
H: 2.089 -5.564 -6.975
H: 3.503 -7.185 -10.149
H: 2.526 -6.163 -9.668
O: 1.884 5.788 -2.598
H: 1.016 5.555 -2.269
H: 2.324 4.948 -2.729
O: -5.480 2.503 -5.702
H: -4.536 2.647 -5.764
H: -5.569 1.742 -5.128
O: -3.175 9.652 -1.576
H: -3.320 8.834 -1.100
H: -3.739 10.289 -1.137

Results
Energy relative to the best compared isomer or geometry (same formula, charge and spin) ... 743.6 kJ/mol
Total energy ... -4993.98998 Ha
HOMO energy ... -7.981 eV
Largest force on an atom ... 8.9 eV Å⁻¹
Multiplicity ... 1
Net charge ... -1
Orbital gap ... 9.608 eV

Results of the Löwdin charge analysis, in e, for atoms 1 through 5: atom 1 (As): 0.9106, atom 2 (F): -0.3278, atom 3 (F): -0.3295, atom 4 (F): -0.3090, atom 5 (F): -0.3196

=====

[4]
ORCA calculation (ωB97M-V/def2-TZVPD) on a cluster of 12 separate species, C14H52N22O12 in total.

Cartesian coordinates (Å):
C: 5.065 -4.713 4.896
O: 5.031 -5.654 4.214
N: 5.989 -4.479 5.777
N: 4.079 -3.910 4.852
H: 6.911 -4.772 5.486
H: 5.845 -3.647 6.332
H: 3.261 -4.307 4.411
H: 4.118 -3.073 5.416
C: -4.028 1.849 -5.120
O: -3.606 2.408 -6.115
N: -4.143 0.520 -5.107
N: -4.452 2.283 -3.978
H: -4.626 0.079 -4.338
H: -3.862 0.047 -5.954
H: -4.564 3.280 -3.862
H: -4.674 1.578 -3.290
C: 5.465 1.925 -3.264
O: 4.890 1.143 -2.511
N: 5.061 2.232 -4.463
N: 6.578 2.469 -2.971
H: 4.241 1.752 -4.803
H: 5.225 3.191 -4.736
H: 6.781 3.339 -3.442
H: 7.037 2.431 -2.072
C: -0.459 -0.274 -0.081
O: -1.635 -0.541 0.089
N: 0.023 0.378 -1.086
N: 0.567 -0.855 0.581
H: 0.992 0.334 -1.365
H: -0.577 0.808 -1.775
H: 0.233 -1.427 1.344
H: 1.539 -0.614 0.456
C: 0.399 6.024 -3.809
O: 1.480 6.093 -3.311
N: -0.043 5.035 -4.487
N: -0.545 6.950 -3.733
H: -1.039 5.044 -4.651
H: 0.609 4.291 -4.690
H: -1.462 6.647 -4.031
H: -0.533 7.677 -3.031
C: 0.425 -1.302 -7.286
O: 0.816 -0.315 -6.707
N: -0.299 -1.331 -8.376
N: 0.739 -2.566 -6.903
H: -0.509 -2.283 -8.640
H: -0.853 -0.530 -8.643
H: 1.355 -2.649 -6.106
H: 0.528 -3.346 -7.509
C: -1.517 -6.008 3.000
O: -0.866 -5.210 3.612
N: -2.516 -6.674 3.468
N: -1.444 -6.118 1.710
H: -2.787 -6.439 4.412
H: -2.982 -7.108 2.684
H: -0.790 -5.499 1.252
H: -1.911 -6.816 1.148
C: -4.785 4.156 1.057
O: -5.567 5.107 1.032
N: -5.220 2.924 0.893
N: -3.516 4.250 1.269
H: -4.732 2.040 0.871
H: -6.230 2.912 0.854
H: -3.000 5.103 1.430
H: -3.092 3.371 1.528
C: -6.808 -2.943 -0.439
O: -6.485 -2.383 -1.473
N: -6.131 -2.820 0.654
N: -7.820 -3.692 -0.276
H: -5.209 -2.425 0.541
H: -6.374 -3.224 1.547
H: -7.851 -4.194 0.599
H: -8.484 -3.815 -1.027
C: 3.225 5.513 1.744
O: 3.538 5.398 2.901
N: 2.364 4.722 1.185
N: 3.571 6.407 0.968
H: 1.959 3.932 1.668
H: 2.455 4.662 0.181
H: 3.369 6.427 -0.022
H: 4.045 7.184 1.406
C: 4.163 -4.954 -1.458
O: 3.692 -4.848 -2.555
N: 4.985 -4.058 -0.950
N: 3.584 -5.674 -0.549
H: 5.581 -4.285 -0.167
H: 5.014 -3.208 -1.495
H: 3.115 -6.530 -0.807
H: 3.829 -5.499 0.415
C: -0.779 0.558 8.330
C: -0.152 0.634 6.961
C: -0.848 1.658 5.950
O: 1.169 1.179 7.051
H: -0.244 -0.050 9.060
H: -1.720 0.010 8.279
H: -0.984 1.555 8.718
H: -0.172 -0.345 6.480
H: -0.710 2.669 6.334
H: -1.922 1.496 5.856
H: -0.449 1.790 4.945
H: 1.068 1.945 7.620

Results
Energy relative to the best compared isomer or geometry (same formula, charge and spin) ... 913.2 kJ/mol
Total energy ... -2672.31051 Ha
SMILES ... NC(N)=O.NC(N)=O.NC(N)=O.NC(N)=O.NC(N)=O.NC(N)=O.NC(N)=O.NC(N)=O.NC(N)=O.NC(N)=O.NC(N)=O.CC(C)O
HOMO energy ... -9.398 eV
Largest force on an atom ... 9.6 eV Å⁻¹
Multiplicity ... 1
Orbital gap ... 9.413 eV

Results of the Löwdin charge analysis, in e, for atoms 1 through 5: atom 1 (C): -0.8969, atom 2 (O): 0.0743, atom 3 (N): 0.1754, atom 4 (N): 0.1749, atom 5 (H): 0.1221

=====

[5]
ORCA calculation (ωB97M-V/def2-TZVPD) on a cluster of 12 separate species, C14H52O12 in total.

Cartesian coordinates (Å):
C: -0.698 3.756 -0.935
C: -0.104 5.039 -0.298
O: -0.843 5.423 0.817
H: -1.647 3.981 -1.470
H: -0.784 2.947 -0.295
H: -0.009 3.357 -1.729
H: 0.050 5.807 -1.062
H: 0.894 4.806 0.110
H: -0.320 6.076 1.344
C: 0.040 -2.303 3.689
C: -1.188 -1.435 3.528
O: -2.294 -2.188 3.341
H: 0.856 -1.546 3.605
H: 0.172 -3.049 2.976
H: 0.111 -2.876 4.634
H: -1.056 -0.739 2.704
H: -1.327 -0.679 4.199
H: -2.838 -1.750 2.734
C: 2.429 0.543 1.985
O: 3.417 1.344 2.480
H: 2.644 -0.530 2.143
H: 2.439 0.685 0.881
H: 1.434 0.803 2.496
H: 3.515 1.059 3.434
C: -1.223 2.061 2.059
O: -2.226 2.973 1.639
H: -1.154 1.791 3.146
H: -0.260 2.306 1.695
H: -1.510 1.116 1.633
H: -1.747 3.757 1.291
C: -4.752 -1.682 1.510
O: -3.828 -0.562 1.563
H: -4.313 -2.574 1.084
H: -5.472 -1.350 0.780
H: -5.261 -1.896 2.440
H: -4.217 0.317 1.328
C: -0.812 -0.072 -0.620
O: 0.165 -0.669 0.189
H: -0.598 0.969 -0.938
H: -1.839 -0.095 -0.200
H: -0.844 -0.604 -1.518
H: 0.993 -0.799 -0.324
C: 2.873 -3.217 1.874
O: 3.137 -4.490 1.447
H: 3.050 -3.036 2.937
H: 1.890 -2.903 1.542
H: 3.589 -2.629 1.391
H: 3.904 -4.739 1.924
C: 0.255 -2.488 -4.684
O: -0.379 -2.326 -3.419
H: 1.360 -2.523 -4.590
H: 0.016 -1.685 -5.272
H: -0.091 -3.378 -5.210
H: -1.262 -2.046 -3.637
C: 2.486 -0.262 -2.481
O: 2.345 -0.986 -1.297
H: 3.464 -0.215 -2.865
H: 2.233 0.747 -2.262
H: 1.906 -0.710 -3.231
H: 2.552 -1.885 -1.374
C: -0.932 1.358 -3.966
O: -1.777 0.728 -4.892
H: -0.042 0.770 -3.766
H: -1.631 1.526 -3.092
H: -0.641 2.289 -4.409
H: -1.279 0.518 -5.695
C: 2.630 2.909 -0.607
O: 2.912 3.442 0.645
H: 2.568 3.602 -1.403
H: 1.752 2.208 -0.553
H: 3.418 2.139 -0.891
H: 3.067 2.741 1.303
C: -1.851 -3.317 -0.440
O: -0.730 -3.306 0.428
H: -1.454 -3.609 -1.401
H: -2.303 -2.295 -0.391
H: -2.595 -4.055 -0.120
H: -0.435 -2.396 0.389

Results
Energy relative to the best compared isomer or geometry (same formula, charge and spin) ... 640.6 kJ/mol
Total energy ... -1467.18372 Ha
SMILES ... CCO.CCO.CO.CO.CO.CO.CO.CO.CO.CO.CO.CO
HOMO energy ... -9.050 eV
Largest force on an atom ... 4.2 eV Å⁻¹
Multiplicity ... 1
Orbital gap ... 9.362 eV

Results of the Löwdin charge analysis, in e, for atoms 1 through 5: atom 1 (C): -0.0779, atom 2 (C): -0.3026, atom 3 (O): -0.0827, atom 4 (H): 0.0987, atom 5 (H): -0.0044